1.
ORCA calculation (ωB97M-V/def2-TZVPD) on a structure of composition C23H23B2ClF7N4O10STi.

Spin multiplicity ... 3
LUMO level (alpha / beta) ... 2.1 / 1.8 eV
Relative energy (zero: lowest compared OMol25 entry of this formula, charge and spin) ... 13.3 kcal/mol
Charge ... -1
Highest occupied orbital energy (alpha / beta) ... -0.1776 / -0.2351 hartree
DFT total energy ... -117519.840 eV

Last column: Löwdin spin population.
Geometry (Å):
Ti -0.8228 0.3404 -0.2393  0.844
C 0.2104 -3.8329 -0.6025  0.002
C -0.0652 -2.4483 -0.1281  0.014
N 0.2682 -1.3963 -0.7810  0.019
O 0.8497 -1.5695 -1.9940  0.007
B 1.2296 -0.2444 -2.6251  0.004
F 0.1549 0.6432 -2.3558  0.004
F 1.4496 -0.4880 -3.9474  0.001
O 2.4590 0.3246 -2.0457  0.016
N 2.2032 0.6468 -0.7043  0.167
C 2.0282 1.9911 -0.4190  0.290
C 2.4038 3.0279 -1.4214  0.045
C 1.3115 2.2922 0.7561  0.054
N 0.5906 1.2943 1.2426  0.272
O -0.0486 1.5905 2.4487  0.073
B -1.3931 0.9945 2.5624  0.005
F -1.9576 1.4604 3.7103  0.000
F -2.1209 1.3166 1.3745  0.003
O -1.4146 -0.5182 2.5852  -0.007
N -1.0078 -0.9400 1.3565  -0.011
C -0.7291 -2.1760 1.1719  0.049
C -1.0026 -3.2508 2.1694  0.008
C 1.2799 3.6631 1.3473  0.002
H 0.8777 -3.8258 -1.4584  0.000
H -0.7250 -4.3093 -0.9019  0.001
H 0.6439 -4.4348 0.1964  0.001
H 2.8351 2.5634 -2.3038  0.000
H 3.1370 3.7193 -0.9979  0.017
H 1.5268 3.6067 -1.7264  0.010
H -1.2807 -2.8158 3.1254  0.000
H -0.1363 -3.8975 2.3106  0.002
H -1.8257 -3.8767 1.8189  0.003
H 1.4507 4.4054 0.5726  0.000
H 2.0509 3.7859 2.1115  -0.001
H 0.3164 3.8455 1.8191  0.000
O -3.7387 -1.1413 0.9835  0.000
C -4.7523 -0.6672 0.2014  0.000
C -5.9749 -0.2978 0.7508  0.000
C -7.0147 0.0993 -0.0718  0.000
C -6.8527 0.1062 -1.4515  0.000
C -5.6306 -0.2595 -1.9863  0.000
C -4.5588 -0.6224 -1.1753  0.000
C -3.2448 -0.8509 -1.8527  0.008
O -3.1345 -1.4655 -2.8956  0.024
O -2.2403 -0.3907 -1.1707  0.016
H -3.8144 -0.7933 1.8806  0.000
H -6.1004 -0.3306 1.8257  0.000
H -7.9572 0.3962 0.3688  0.000
H -7.6615 0.4120 -2.0970  0.000
H -5.4602 -0.2310 -3.0521  0.000
F -3.5537 5.0614 -1.1656  0.000
C -3.0069 3.9968 -0.5493  0.000
F -2.3308 4.4475 0.5096  0.000
F -4.0033 3.2294 -0.0986  0.000
S -1.9341 3.0840 -1.7430  0.002
O -1.1533 4.0945 -2.3961  0.000
O -2.8408 2.2812 -2.5066  0.001
O -1.0644 2.2967 -0.8063  0.014
Cl 8.7423 1.4846 0.1892  0.000
C 7.0694 0.9713 0.2004  0.001
C 6.2278 1.4348 1.1943  0.001
C 4.9058 1.0195 1.1912  0.005
C 4.4257 0.1511 0.2164  0.007
C 2.9719 -0.2117 0.1873  0.022
C 5.2974 -0.2939 -0.7710  0.001
C 6.6215 0.1097 -0.7850  0.001
H 6.6004 2.1059 1.9533  0.000
H 4.2361 1.3735 1.9631  0.002
H 2.5331 -0.1378 1.1847  0.003
H 2.8311 -1.2296 -0.1788  -0.001
H 4.9275 -0.9505 -1.5449  0.000
H 7.3001 -0.2317 -1.5512  0.000

***

2.
ORCA calculation (ωB97M-V/def2-TZVPD) on a structure of composition C23H23BrCrFN2O2Si.

Spin multiplicity ... 4
LUMO level (alpha / beta) ... -1.8 / -0.4 eV
Highest occupied orbital energy (alpha / beta) ... -0.2740 / -0.2880 hartree
DFT total energy ... -140358.901 eV

Last column: Löwdin spin population.
Geometry (Å):
Cr 3.8164 8.3938 12.9795  2.964
Br 2.6116 10.1152 14.7577  -0.016
C 1.3650 10.4994 13.3662  -0.003
C 0.6282 11.6354 13.4485  0.007
C -0.4490 11.8337 12.4870  -0.004
C -0.7844 10.8825 11.5716  0.004
C -0.0260 9.6671 11.5306  -0.004
C -0.4993 8.5416 10.8113  0.023
C 0.1222 7.3089 10.8729  -0.005
C 1.3173 7.2267 11.5918  0.016
C 1.8877 8.2805 12.2670  -0.072
C 1.0976 9.4708 12.3616  -0.005
H 0.9647 12.4470 14.1051  0.000
H -0.9650 12.8055 12.4831  0.000
H -1.6845 11.0019 10.9410  0.000
H -1.4363 8.6531 10.2978  0.001
H -0.2432 6.4089 10.3799  -0.001
H 1.8165 6.2607 11.5252  0.000
C 7.0431 6.0719 12.1090  -0.001
Si 5.1717 6.0279 11.7360  0.000
C 4.7558 7.1674 10.2684  0.000
C 4.5260 4.2896 11.3708  0.000
N 4.3950 6.5744 13.2859  0.003
C 4.4715 5.7979 14.4380  -0.003
C 5.3586 4.7037 14.5537  0.012
C 5.2681 3.7508 15.5547  -0.002
C 4.2673 3.8888 16.5305  0.019
C 3.4680 5.0680 16.5410  -0.003
C 3.5747 5.9855 15.5197  0.011
F 2.6380 6.9907 15.5078  0.009
H 7.6369 6.7349 11.4301  0.000
H 7.4940 5.0524 12.1319  0.000
H 7.1442 6.5369 13.1129  0.000
H 5.0035 6.6771 9.2801  0.000
H 5.3472 8.1067 10.3788  0.000
H 3.6664 7.4375 10.2606  0.001
H 5.2805 3.5184 11.6419  0.000
H 4.3656 4.1291 10.3043  0.000
H 3.5916 4.0811 11.9126  0.000
H 6.1647 4.6867 13.8276  0.001
H 5.9430 2.8644 15.6054  -0.001
H 4.1948 3.1301 17.3671  0.001
H 2.7066 5.1824 17.3362  -0.001
O 6.8870 9.2509 14.9264  0.004
C 6.6080 9.8324 13.8811  0.007
C 7.4623 11.0496 13.3693  0.002
C 6.7885 11.4786 12.1228  0.000
C 5.5347 10.5515 12.0181  0.003
O 4.6927 10.6068 11.1189  0.010
N 5.5362 9.5859 13.0110  0.023
H 8.5250 10.7101 13.2465  0.000
H 7.5087 11.8292 14.1522  0.000
H 7.3002 11.4257 11.1330  0.000
H 6.4222 12.5137 12.1652  0.000

***

3.
ORCA calculation (ωB97M-V/def2-TZVPD) on a structure of composition C23H23BrInN5OS2.

LUMO level (alpha / beta) ... -1.0 / -1.0 eV
Relative energy (zero: lowest compared OMol25 entry of this formula, charge and spin) ... 105.2 kcal/mol
Highest occupied orbital energy (alpha / beta) ... -0.1749 / -0.1750 hartree
DFT total energy ... -130599.631 eV

Last column: natural (NBO) charge in e.
Geometry (Å):
In 7.7189 10.0148 12.0785  0.837
C 8.3896 5.9846 17.1393  -0.778
S 8.7781 5.5089 15.4742  0.272
C 9.0145 7.0303 14.7217  -0.297
S 10.6028 7.1852 13.7835  0.394
N 8.3347 8.0690 15.1632  -0.286
N 8.5624 9.3227 14.5903  -0.380
C 7.9524 10.3064 15.2459  -0.131
C 8.0016 11.6289 14.7500  0.156
C 7.2134 12.7538 15.2846  -0.230
C 7.4249 14.1630 14.6242  -0.236
C 8.2258 14.1685 13.4541  -0.368
C 8.8405 13.0449 13.0041  0.032
N 8.6502 11.8092 13.5574  -0.761
H 7.3134 5.6740 17.2485  0.224
H 8.9983 5.4418 17.8664  0.222
H 8.5133 7.0801 17.3596  0.262
H 7.3364 10.0260 16.1077  0.186
H 7.1864 12.8070 16.3939  0.231
H 7.6507 14.8814 15.4403  0.222
H 8.3869 15.0478 12.8627  0.208
H 9.4521 13.0345 12.1032  0.187
Br 4.9803 15.5277 15.5646  -0.009
C 5.8262 14.2482 14.3492  -0.031
C 5.3073 14.4681 12.9803  -0.185
C 4.9480 13.4585 12.1273  -0.246
C 5.0667 12.0467 12.5404  0.139
C 5.2410 11.7594 13.8761  -0.152
C 5.7148 12.7307 14.8321  -0.289
N 5.2992 11.0406 11.5889  -0.481
C 4.7390 10.9210 10.4372  0.124
C 5.0190 9.8465 9.4795  0.128
C 4.2907 9.6880 8.2758  -0.218
C 4.4236 8.4844 7.6556  -0.175
C 5.2142 7.5075 8.1827  -0.242
C 6.0363 7.8045 9.2470  0.045
N 5.9763 8.9935 9.8662  -0.410
H 5.1326 15.4552 12.6237  0.217
H 4.7275 13.6586 11.1032  0.210
H 5.0728 10.6583 14.1475  0.230
H 5.0657 12.6156 15.6907  0.230
H 3.9082 11.6385 10.1424  0.167
H 3.7373 10.5032 7.8092  0.231
H 3.9797 8.3321 6.6950  0.224
H 5.2542 6.4591 7.8601  0.228
H 6.8471 7.1525 9.6328  0.208
C 8.8299 5.7485 11.5677  -0.259
O 9.3928 7.1158 11.3139  -0.522
C 10.4816 7.4587 12.0571  0.242
C 11.7390 7.8246 11.3641  -0.704
H 7.7742 5.8515 11.6917  0.202
H 9.2295 5.2911 12.4293  0.206
H 9.0978 5.1241 10.6565  0.194
H 11.5739 8.5162 10.5204  0.248
H 12.1721 6.9431 10.8688  0.239
H 12.3966 8.2555 12.1427  0.249

***

- Which value of DFT total energy does entry 2 give?
  -140358.901 eV

***

- Which of these has the highest DFT total energy?
  C23H23B2ClF7N4O10STi